1.
{"formula": "C17H40Br4Cl2N2O14V4", "method": "ωB97M-V with the def2-TZVPD basis set", "species": ["O", "V", "O", "O", "V", "O", "O", "V", "O", "O", "V", "O", "O", "C", "C", "O", "H", "H", "H", "H", "O", "C", "C", "O", "H", "H", "H", "H", "Br", "C", "C", "Br", "H", "H", "H", "H", "Br", "C", "C", "Br", "H", "H", "H", "H", "C", "C", "C", "O", "C", "N", "H", "H", "H", "H", "H", "H", "H", "H", "H", "H", "H", "C", "C", "C", "O", "C", "N", "H", "H", "H", "H", "H", "H", "H", "H", "H", "H", "H", "C", "Cl", "Cl", "H", "H"], "positions_angstrom": [[5.216, -0.207, -1.587], [3.649, -0.431, -1.397], [3.383, -0.157, 0.153], [1.384, 4.410, -1.530], [1.973, 3.084, -0.877], [2.391, 3.411, 0.627], [0.729, -3.214, -1.570], [0.477, -2.082, -2.633], [-0.730, -2.372, -3.580], [-1.048, 0.751, -3.633], [-1.232, 1.153, -2.092], [-2.762, 1.068, -1.727], [2.293, -1.021, -2.979], [2.131, 0.090, -3.862], [2.184, 1.453, -3.308], [2.898, 1.639, -2.093], [1.209, -0.007, -4.451], [2.917, -0.031, -4.625], [1.147, 1.788, -3.106], [2.555, 2.166, -4.053], [-0.440, -0.722, -1.270], [-0.158, -0.357, 0.043], [0.423, 0.999, 0.324], [0.114, 2.063, -0.598], [0.520, -1.099, 0.485], [-1.077, -0.386, 0.651], [1.533, 0.913, 0.367], [0.196, 1.263, 1.375], [5.125, 0.622, 5.225], [4.051, 0.938, 3.635], [2.602, 0.898, 3.982], [2.061, -0.835, 4.657], [4.392, 0.242, 2.891], [4.240, 1.961, 3.316], [2.007, 1.152, 3.112], [2.447, 1.651, 4.742], [-5.156, -1.704, -1.417], [-3.578, -1.863, -0.284], [-4.022, -2.410, 1.027], [-2.424, -2.747, 2.102], [-3.127, -0.885, -0.201], [-2.874, -2.525, -0.774], [-4.601, -3.317, 0.952], [-4.618, -1.685, 1.571], [-1.887, 5.691, -2.711], [-2.155, 4.237, -2.428], [-3.503, 3.851, -2.974], [-3.624, 4.307, -4.311], [-4.961, 4.348, -4.756], [-1.051, 3.334, -2.926], [-0.972, 6.019, -2.217], [-2.724, 6.317, -2.385], [-1.836, 5.912, -3.781], [-2.342, 4.131, -1.352], [-4.333, 4.186, -2.325], [-3.690, 2.762, -3.023], [-5.579, 4.952, -4.053], [-5.442, 3.351, -4.704], [-5.035, 4.786, -5.739], [-1.126, 3.363, -3.957], [-0.171, 3.848, -2.748], [0.555, -5.225, 1.370], [1.301, -4.218, 2.178], [2.261, -4.772, 3.184], [1.586, -5.503, 4.112], [2.404, -5.798, 5.217], [2.074, -3.339, 1.260], [-0.143, -4.695, 0.711], [-0.083, -5.876, 1.968], [1.229, -5.825, 0.759], [0.646, -3.533, 2.735], [2.651, -3.871, 3.691], [3.086, -5.300, 2.695], [2.311, -5.057, 6.022], [3.448, -5.917, 4.913], [2.053, -6.746, 5.637], [2.261, -2.460, 1.744], [1.519, -3.126, 0.446], [-1.403, 0.353, 3.896], [-2.458, -0.305, 5.129], [-0.714, 1.918, 4.411], [-0.601, -0.345, 3.722], [-1.955, 0.588, 3.001]], "energy_ha": -16827.165920, "fmax_ev_per_a": 3.8, "lumo_ev": -2.50, "orbital_gap_ev": 6.8}

2.
{"formula": "C19H17N3OS", "method": "ωB97M-V with the def2-TZVPD basis set", "species": ["C", "C", "C", "C", "N", "C", "O", "C", "S", "C", "N", "C", "C", "C", "C", "C", "C", "N", "C", "C", "C", "C", "C", "C", "H", "H", "H", "H", "H", "H", "H", "H", "H", "H", "H", "H", "H", "H", "H", "H", "H"], "positions_angstrom": [[-4.824, -1.944, 0.840], [-3.702, -1.127, 0.299], [-3.676, 0.199, 0.006], [-4.750, 1.210, 0.168], [-2.391, 0.560, -0.450], [-2.011, 1.869, -0.664], [-2.793, 2.724, -1.009], [-0.571, 2.247, -0.368], [0.017, 1.557, 1.216], [1.570, 0.967, 0.705], [2.081, 1.126, -0.481], [3.296, 0.484, -0.441], [4.260, 0.330, -1.428], [5.400, -0.375, -1.100], [5.588, -0.917, 0.171], [4.641, -0.775, 1.168], [3.496, -0.070, 0.845], [2.367, 0.262, 1.559], [-1.618, -0.599, -0.501], [-0.356, -0.841, -1.019], [0.143, -2.129, -0.946], [-0.605, -3.170, -0.406], [-1.893, -2.953, 0.040], [-2.408, -1.664, -0.020], [-5.720, -1.347, 0.983], [-5.056, -2.758, 0.155], [-4.541, -2.382, 1.797], [-5.039, 1.623, -0.798], [-4.413, 2.040, 0.788], [-5.620, 0.755, 0.633], [-0.533, 3.335, -0.300], [0.141, 1.915, -1.123], [4.112, 0.751, -2.410], [6.169, -0.513, -1.845], [6.497, -1.461, 0.381], [4.787, -1.195, 2.151], [2.151, 0.025, 2.512], [0.242, -0.075, -1.483], [1.134, -2.326, -1.327], [-0.180, -4.162, -0.362], [-2.496, -3.765, 0.417]], "energy_ha": -1371.970337, "fmax_ev_per_a": 0.8, "smiles": "Cc1c(C)n(C(=O)CSc2nc3ccccc3[nH]2)c2ccccc12", "lumo_ev": 0.46, "orbital_gap_ev": 8.4}

3.
{"formula": "C35H51BN15O2", "method": "ωB97M-V with the def2-TZVPD basis set", "species": ["B", "O", "C", "C", "C", "C", "C", "N", "C", "C", "O", "H", "H", "H", "H", "H", "H", "H", "H", "H", "C", "C", "N", "H", "H", "H", "C", "C", "N", "H", "H", "H", "C", "C", "N", "H", "H", "H", "C", "C", "N", "H", "H", "H", "C", "C", "N", "H", "H", "H", "C", "C", "N", "H", "H", "H", "C", "C", "N", "H", "H", "H", "C", "C", "N", "H", "H", "H", "C", "C", "N", "H", "H", "H", "C", "C", "N", "H", "H", "H", "C", "C", "N", "H", "H", "H", "C", "C", "N", "H", "H", "H", "C", "C", "N", "H", "H", "H", "C", "C", "N", "H", "H", "H"], "positions_angstrom": [[-0.961, -0.028, -0.370], [-1.511, -0.765, 0.816], [-2.544, -1.593, 0.247], [-1.777, -2.230, -1.016], [-0.643, -3.113, -0.325], [0.773, -2.981, -0.709], [1.742, -3.792, 0.005], [1.507, -4.680, 1.007], [0.195, -4.807, 1.332], [-0.938, -4.106, 0.756], [-1.056, -1.068, -1.437], [0.197, 0.127, -0.080], [-1.651, 0.961, -0.478], [-2.841, -2.268, 1.089], [-3.317, -0.815, -0.033], [-2.439, -2.721, -1.766], [1.025, -2.253, -1.505], [2.815, -3.651, -0.286], [-0.043, -5.548, 2.140], [-1.980, -4.287, 1.099], [-4.573, -3.548, -4.205], [-4.869, -3.527, -2.757], [-5.104, -3.502, -1.632], [-4.967, -4.462, -4.651], [-5.032, -2.682, -4.688], [-3.494, -3.513, -4.364], [2.960, 0.324, -3.205], [2.145, 0.989, -2.161], [1.511, 1.510, -1.356], [3.996, 0.246, -2.874], [2.571, -0.676, -3.397], [2.924, 0.903, -4.127], [4.118, -0.200, 0.560], [4.870, -1.474, 0.472], [5.453, -2.463, 0.402], [4.554, 0.434, 1.328], [4.158, 0.321, -0.395], [3.075, -0.401, 0.815], [0.805, -2.531, 4.718], [1.169, -1.485, 3.734], [1.449, -0.674, 2.971], [1.707, -2.950, 5.164], [0.193, -2.071, 5.493], [0.242, -3.331, 4.237], [-0.113, 1.030, 6.421], [-0.358, -0.348, 6.894], [-0.550, -1.418, 7.261], [-0.858, 1.295, 5.680], [-0.173, 1.730, 7.253], [0.877, 1.096, 5.969], [-4.963, 0.864, -3.927], [-5.608, -0.259, -4.645], [-6.111, -1.132, -5.200], [-4.200, 0.480, -3.248], [-4.498, 1.541, -4.642], [-5.711, 1.412, -3.355], [-3.227, -6.999, -0.717], [-3.437, -7.159, -2.168], [-3.603, -7.258, -3.302], [-3.593, -7.879, -0.187], [-2.164, -6.874, -0.510], [-3.765, -6.119, -0.361], [-9.243, 1.651, -4.927], [-8.286, 2.560, -4.253], [-7.549, 3.274, -3.730], [-9.140, 1.740, -6.008], [-9.044, 0.621, -4.633], [-10.262, 1.913, -4.644], [-0.303, 2.722, 2.187], [-0.707, 2.946, 3.596], [-1.031, 3.114, 4.688], [-0.636, 1.736, 1.856], [-0.752, 3.483, 1.548], [0.782, 2.776, 2.100], [9.053, -1.439, -0.191], [9.410, -0.390, -1.174], [9.687, 0.422, -1.936], [9.958, -1.885, 0.219], [8.471, -1.004, 0.621], [8.460, -2.215, -0.674], [3.729, 5.030, 1.095], [3.458, 3.606, 1.383], [3.257, 2.500, 1.616], [2.966, 5.424, 0.423], [3.722, 5.604, 2.021], [4.706, 5.130, 0.623], [-6.852, 2.783, -8.893], [-8.322, 2.625, -8.806], [-9.465, 2.505, -8.748], [-6.476, 2.264, -9.775], [-6.597, 3.839, -8.965], [-6.382, 2.362, -8.005], [6.168, 2.716, 4.377], [6.532, 3.765, 3.398], [6.821, 4.579, 2.639], [7.071, 2.269, 4.794], [5.580, 3.155, 5.185], [5.579, 1.939, 3.888], [5.301, 6.524, 6.452], [5.040, 5.098, 6.754], [4.838, 3.993, 6.987], [4.529, 6.908, 5.787], [5.297, 7.104, 7.375], [6.272, 6.628, 5.969]], "energy_ha": -2360.838258, "total_charge": -1, "fmax_ev_per_a": 3.7, "lumo_ev": 1.68, "orbital_gap_ev": 6.0}

Number 2 is which compound? C19H17N3OS

Please write out number 2 again, unchanged.
{"formula": "C19H17N3OS", "method": "ωB97M-V with the def2-TZVPD basis set", "species": ["C", "C", "C", "C", "N", "C", "O", "C", "S", "C", "N", "C", "C", "C", "C", "C", "C", "N", "C", "C", "C", "C", "C", "C", "H", "H", "H", "H", "H", "H", "H", "H", "H", "H", "H", "H", "H", "H", "H", "H", "H"], "positions_angstrom": [[-4.824, -1.944, 0.840], [-3.702, -1.127, 0.299], [-3.676, 0.199, 0.006], [-4.750, 1.210, 0.168], [-2.391, 0.560, -0.450], [-2.011, 1.869, -0.664], [-2.793, 2.724, -1.009], [-0.571, 2.247, -0.368], [0.017, 1.557, 1.216], [1.570, 0.967, 0.705], [2.081, 1.126, -0.481], [3.296, 0.484, -0.441], [4.260, 0.330, -1.428], [5.400, -0.375, -1.100], [5.588, -0.917, 0.171], [4.641, -0.775, 1.168], [3.496, -0.070, 0.845], [2.367, 0.262, 1.559], [-1.618, -0.599, -0.501], [-0.356, -0.841, -1.019], [0.143, -2.129, -0.946], [-0.605, -3.170, -0.406], [-1.893, -2.953, 0.040], [-2.408, -1.664, -0.020], [-5.720, -1.347, 0.983], [-5.056, -2.758, 0.155], [-4.541, -2.382, 1.797], [-5.039, 1.623, -0.798], [-4.413, 2.040, 0.788], [-5.620, 0.755, 0.633], [-0.533, 3.335, -0.300], [0.141, 1.915, -1.123], [4.112, 0.751, -2.410], [6.169, -0.513, -1.845], [6.497, -1.461, 0.381], [4.787, -1.195, 2.151], [2.151, 0.025, 2.512], [0.242, -0.075, -1.483], [1.134, -2.326, -1.327], [-0.180, -4.162, -0.362], [-2.496, -3.765, 0.417]], "energy_ha": -1371.970337, "fmax_ev_per_a": 0.8, "smiles": "Cc1c(C)n(C(=O)CSc2nc3ccccc3[nH]2)c2ccccc12", "lumo_ev": 0.46, "orbital_gap_ev": 8.4}